[1]
The following is a quantum chemistry calculation of an isolated molecule of C5H8N2 in a non-equilibrium geometry, from OMol25.

Last column: natural (NBO) charge in e.
Positions of all 15 atoms, in Å:
1 N -2.287 0.451 -0.300  -0.827
2 C -1.492 -0.461 0.419  -0.221
3 C -0.064 -0.101 -0.077  0.110
4 C 0.530 1.121 0.101  -0.311
5 C 1.922 0.910 0.027  -0.275
6 C 2.191 -0.441 -0.064  -0.109
7 N 0.891 -1.024 -0.180  -0.509
8 H -1.923 0.405 -1.291  0.363
9 H -3.320 0.231 -0.346  0.362
10 H -1.508 -0.229 1.563  0.195
11 H -1.599 -1.615 0.303  0.155
12 H 0.073 2.101 0.187  0.232
13 H 2.674 1.641 0.102  0.212
14 H 3.114 -0.921 -0.252  0.212
15 H 0.797 -2.071 -0.192  0.413

Calculated values
electronic energy: -8293.7414 eV
E_LUMO: 1.0 eV
Kohn-Sham gap: 9.064 eV
multiplicity: 1
SMILES: NCc1ccc[nH]1

[2]
The following is a quantum chemistry calculation of an isolated molecule of C5H8N2 in a non-equilibrium geometry, from OMol25.

Last column: natural (NBO) charge in e.
Positions of all 15 atoms, in Å:
1 N -0.668 2.479 -0.137  -0.650
2 N 0.274 1.487 -0.497  -0.456
3 C 0.277 0.217 0.381  -0.169
4 C -0.806 -0.750 -0.047  -0.181
5 C -0.267 -1.943 -0.278  -0.256
6 C 1.136 -1.864 0.024  -0.212
7 C 1.509 -0.660 0.401  -0.199
8 H -0.269 2.954 0.757  0.350
9 H -1.526 1.931 0.032  0.325
10 H 0.098 1.337 -1.451  0.351
11 H -0.130 0.717 1.290  0.223
12 H -1.907 -0.356 -0.296  0.209
13 H -0.712 -2.840 -0.801  0.224
14 H 1.790 -2.702 -0.089  0.214
15 H 2.407 -0.141 0.738  0.228

Calculated values
electronic energy: -8291.7028 eV
E_LUMO: 0.8 eV
Kohn-Sham gap: 9.398 eV
multiplicity: 1
SMILES: NNC1C=CC=C1

[3]
The following is a quantum chemistry calculation of an isolated molecule of C5H8N2 in a non-equilibrium geometry, from OMol25.

Last column: natural (NBO) charge in e.
Positions of all 15 atoms, in Å:
1 C -1.946 0.122 0.043  -0.623
2 C -0.543 -0.262 -0.340  -0.031
3 C 0.585 0.671 -0.660  -0.209
4 C 0.528 2.116 -0.514  0.278
5 N 0.533 3.264 -0.373  -0.312
6 N 0.530 -0.061 0.595  -0.367
7 C 1.435 -1.183 0.749  -0.415
8 H -1.979 1.117 0.492  0.231
9 H -2.611 0.101 -0.825  0.219
10 H -2.332 -0.596 0.775  0.221
11 H -0.445 -1.204 -0.895  0.188
12 H 1.260 0.343 -1.452  0.231
13 H 1.335 -1.896 -0.087  0.169
14 H 1.181 -1.703 1.678  0.212
15 H 2.467 -0.829 0.813  0.208

Calculated values
electronic energy: -8293.3503 eV
E_LUMO: 0.9 eV
Kohn-Sham gap: 10.921 eV
multiplicity: 1
SMILES: C[C@H]1[C@@H](C#N)N1C

[4]
The following is a quantum chemistry calculation of the ion C5H8N2 with charge +2 in a non-equilibrium geometry, from OMol25.

Last column: natural (NBO) charge in e.
Positions of all 15 atoms, in Å:
1 C 3.523 -0.552 -0.082  -0.751
2 C 2.197 -0.142 -0.011  0.767
3 N 1.111 0.219 0.044  -0.272
4 C 0.016 1.104 0.071  -0.109
5 N -1.205 0.461 0.148  -0.285
6 C -2.210 -0.131 0.142  0.775
7 C -3.563 -0.617 -0.005  -0.764
8 H 3.583 -1.471 -0.500  0.320
9 H 3.910 0.295 -0.817  0.339
10 H 3.976 -0.653 0.863  0.331
11 H 0.206 1.681 -0.858  0.309
12 H 0.116 1.856 0.928  0.318
13 H -3.740 -1.437 0.632  0.322
14 H -4.112 0.275 0.546  0.347
15 H -3.807 -0.888 -1.101  0.352

Calculated values
electronic energy: -8274.0685 eV
net charge: +2
E_LUMO: -8.3 eV
Kohn-Sham gap: 13.020 eV
multiplicity: 1
SMILES: CC#[N+]C[N+]#CC

[5]
The following is a quantum chemistry calculation of a structure of composition C5H8N2O in a non-equilibrium geometry, from OMol25.

Last column: natural (NBO) charge in e.
Positions of all 16 atoms, in Å:
1 C -0.511 1.135 1.754  -0.445
2 C -0.832 -0.195 -0.359  0.584
3 C 0.088 -0.579 -1.336  -0.239
4 C 1.245 0.577 -0.204  0.232
5 C 0.270 -1.598 -2.159  -0.338
6 O -2.142 -0.470 -0.287  -0.632
7 N -0.154 0.599 0.458  -0.386
8 N 2.271 0.049 0.370  -0.816
9 H -2.582 0.054 0.397  0.489
10 H 2.035 -0.821 0.846  0.320
11 H 1.372 1.518 -0.734  0.176
12 H -1.071 0.403 2.343  0.203
13 H 0.412 1.374 2.281  0.252
14 H -1.113 2.043 1.653  0.209
15 H 1.201 -1.727 -2.700  0.205
16 H -0.487 -2.361 -2.323  0.185

Calculated values
electronic energy: -10338.0957 eV
E_LUMO (alpha / beta): 0.2 / 0.2 eV
Kohn-Sham gap (alpha / beta): 7.382 / 7.381 eV
multiplicity: 1

[6]
The following is a quantum chemistry calculation of an isolated molecule of C5H8N2O in a non-equilibrium geometry, from OMol25.

Last column: natural (NBO) charge in e.
Positions of all 16 atoms, in Å:
1 O -0.159 -1.711 2.420  -0.588
2 C -0.385 -0.583 2.093  0.542
3 N -0.084 -0.085 0.827  -0.356
4 C 0.297 -1.051 -0.070  -0.243
5 C -0.341 -0.625 -1.351  -0.458
6 C -0.354 0.876 -1.262  -0.064
7 C 0.704 1.633 -0.151  -0.317
8 N -0.691 1.031 0.207  -0.247
9 H -0.712 0.183 2.959  0.133
10 H 1.475 -1.409 -0.332  0.183
11 H -0.037 -2.015 0.376  0.253
12 H 0.169 -1.278 -2.218  0.233
13 H -1.423 -0.792 -1.333  0.214
14 H -0.725 1.753 -2.062  0.268
15 H 0.620 2.713 -0.563  0.200
16 H 1.646 1.363 0.460  0.249

Calculated values
electronic energy: -10336.8751 eV
E_LUMO: 0.9 eV
Kohn-Sham gap: 9.752 eV
multiplicity: 1
SMILES: O=CN1CC[C@@H]2CN21

[7]
The following is a quantum chemistry calculation of an isolated molecule of C5H8N2O in a non-equilibrium geometry, from OMol25.

Last column: natural (NBO) charge in e.
Positions of all 16 atoms, in Å:
1 C -1.764 0.565 -0.064  0.243
2 N -0.856 1.454 0.049  -0.463
3 C 0.405 0.873 0.442  -0.093
4 C 1.549 0.785 -0.583  -0.403
5 C 1.947 -0.585 -0.031  -0.413
6 C 0.549 -0.690 0.602  0.072
7 O -0.358 -1.306 -0.270  -0.383
8 N -1.662 -0.805 -0.046  -0.340
9 H -2.817 0.776 -0.139  0.172
10 H 0.772 1.439 1.306  0.198
11 H 1.056 0.649 -1.538  0.207
12 H 2.263 1.593 -0.694  0.209
13 H 2.668 -0.533 0.792  0.209
14 H 2.220 -1.357 -0.739  0.221
15 H 0.487 -1.036 1.633  0.174
16 H -2.274 -1.316 -0.678  0.388

Calculated values
electronic energy: -10339.4577 eV
E_LUMO: 1.0 eV
Kohn-Sham gap: 9.714 eV
multiplicity: 1
SMILES: C1=N[C@@H]2CC[C@@H]2ON1

[8]
The following is a quantum chemistry calculation of a structure of composition C5H8N2O in a non-equilibrium geometry, from OMol25.

Last column: natural (NBO) charge in e.
Positions of all 16 atoms, in Å:
1 C -0.086 0.995 2.171  -0.717
2 C -0.505 0.713 0.762  0.489
3 C -0.494 -0.715 0.238  0.306
4 C 0.341 -0.532 -2.065  -0.030
5 C 1.303 0.458 -1.705  -0.425
6 H 0.869 0.254 2.402  0.245
7 H -1.056 0.842 2.872  0.270
8 H 0.539 2.212 2.127  0.251
9 H -1.554 -2.196 0.601  0.287
10 H -0.892 -1.949 -1.114  0.372
11 H -0.102 -0.490 -3.236  0.225
12 H 1.612 0.541 -0.685  0.194
13 H 2.095 0.623 -2.526  0.226
14 N -0.867 -1.387 1.277  -0.553
15 N -0.627 -1.090 -1.110  -0.611
16 O -0.574 1.721 -0.007  -0.530

Calculated values
electronic energy: -10336.3958 eV
E_LUMO: -0.2 eV
Kohn-Sham gap: 8.873 eV
multiplicity: 1